(1)
{
  "formula": "C4H26N2O9",
  "method": "the ωB97M-V functional and the def2-TZVPD basis",
  "gap_ev": 9.1,
  "smiles": "C[C@@H](C=O)NCN.O.O.O.O.O.O.O.O",
  "homo_energy_ev": -9.2650,
  "charge": 0,
  "energy_ev": -25975.64192,
  "molar_mass_g_mol": 246.3,
  "e_lumo_ev": -0.1786,
  "species": ["C", "C", "C", "O", "N", "C", "N", "H", "H", "H", "H", "H", "H", "H", "H", "H", "H", "O", "H", "H", "O", "H", "H", "O", "H", "H", "O", "H", "H", "O", "H", "H", "O", "H", "H", "O", "H", "H", "O", "H", "H"],
  "coordinates": [[0.150181, 2.285669, -0.854951], [-0.039761, 0.879406, -0.361860], [-0.426996, 0.979737, 1.127365], [-0.246634, 0.035661, 1.861013], [-1.089152, 0.246081, -1.203106], [-1.543135, -1.141901, -0.785901], [-2.780004, -0.951948, 0.001607], [-0.664460, 2.880162, -1.294569], [0.614234, 2.774499, 0.000617], [0.765804, 2.462960, -1.729872], [0.963967, 0.440211, -0.468323], [-0.923841, 1.826399, 1.577418], [-1.971591, 0.793427, -1.155132], [-0.743880, -1.818370, -0.540543], [-1.975285, -1.581221, -1.728223], [-3.439268, -1.687292, -0.166045], [-2.768814, -0.818631, 1.009816], [3.155610, 1.510297, 2.678425], [3.102200, 1.687488, 1.710070], [2.944256, 0.566277, 2.523798], [0.078691, 1.614459, -4.012367], [-0.528875, 1.697191, -3.256842], [-0.320799, 0.812318, -4.423683], [1.507806, -1.851531, 1.770338], [1.158839, -2.229641, 2.596512], [0.875886, -1.075690, 1.838899], [4.451498, -1.222804, 1.320216], [3.840108, -1.300991, 0.588410], [4.011847, -1.534778, 2.111060], [-3.247666, 2.864901, -0.143766], [-3.395863, 1.912365, 0.004067], [-2.834840, 3.167286, 0.669324], [1.738328, -1.383853, -3.136575], [0.906851, -1.206278, -2.662867], [1.584889, -2.238720, -3.581926], [1.379225, -2.586918, -0.653739], [1.490202, -2.374116, 0.306044], [1.805415, -1.915797, -1.195460], [-2.589589, -0.903816, 2.797378], [-1.915714, -1.231886, 3.400001], [-3.079669, -0.380614, 3.463374]],
  "atomic_forces_ev_per_a": [[0.50, 1.66, -0.58], [-1.18, 1.15, -0.87], [0.41, -1.83, -0.80], [0.16, 0.23, 0.62], [0.34, -1.34, 1.10], [-2.33, 1.50, -2.08], [0.19, -0.04, 0.20], [-0.87, -0.47, 1.31], [0.01, 0.90, -0.28], [1.11, -0.95, 0.14], [-0.62, -0.69, 0.24], [-0.35, 0.92, -0.30], [1.05, -0.23, -0.05], [0.47, 0.15, 0.94], [0.62, 0.28, 0.62], [-0.23, -0.32, -0.24], [0.83, -0.21, -0.35], [-0.75, -1.01, -1.97], [0.45, 0.88, 0.88], [0.33, 0.14, 1.06], [-1.18, -0.99, -0.07], [0.40, 0.11, -0.14], [0.77, 0.79, 0.12], [-0.96, 0.90, 2.25], [0.75, -0.85, -0.30], [0.59, -0.18, -1.16], [0.66, 0.45, 0.00], [-0.30, -0.30, 0.04], [-0.35, -0.22, -0.12], [-0.02, -0.68, 0.05], [-0.08, 0.42, -0.07], [0.00, 0.13, 0.05], [-0.47, -0.31, -0.14], [0.17, 0.03, -0.45], [0.13, 0.52, 0.39], [-0.13, -0.20, 0.16], [-0.05, -0.17, -0.88], [0.31, -0.16, 0.03], [-0.68, 0.50, 1.90], [0.55, -0.38, -0.45], [-0.22, -0.12, -0.82]],
  "mulliken_charge": [-2.1764, 1.3683, -0.5280, -0.4782, -0.3247, -0.6633, -0.4597, 0.4455, 0.4428, 0.5236, -0.0188, 0.3754, 0.3219, 0.4234, 0.4036, 0.2661, 0.1763, -0.6343, 0.3344, 0.2875, -0.6367, 0.3070, 0.3119, -0.6610, 0.3006, 0.4102, -0.6258, 0.3258, 0.3060, -0.6460, 0.3343, 0.3007, -0.7029, 0.3142, 0.3255, -0.7035, 0.4025, 0.3071, -0.6144, 0.2624, 0.2965]
}



(2)
{
  "formula": "C2H6NS",
  "method": "the ωB97M-V functional and the def2-TZVPD basis",
  "gap_ev": [3.8, 6.7],
  "multiplicity": 2,
  "homo_energy_ev": [3.3077, 0.3684],
  "s2": 0.75,
  "charge": -2,
  "energy_ev": -14491.90430,
  "molar_mass_g_mol": 76.1,
  "e_lumo_ev": [7.0990, 7.0917],
  "species": ["S", "H", "C", "C", "N", "H", "H", "H", "H", "H"],
  "coordinates": [[0.078888, 3.951410, -1.341434], [1.029716, 4.876787, -1.716760], [-0.447639, -2.124151, 0.292050], [0.236181, 0.155602, 0.622004], [-0.355174, -0.909292, 1.097861], [-1.439700, -2.584323, 0.403270], [0.370300, -2.786934, 0.592759], [-0.385276, -1.811036, -0.771557], [1.044931, 0.665227, 1.159925], [-0.132227, 0.566712, -0.338117]],
  "atomic_forces_ev_per_a": [[0.53, 0.78, -0.31], [-0.53, -0.46, 0.18], [-1.24, 2.12, -0.42], [-0.40, -0.20, -0.99], [0.53, -1.22, 1.49], [0.28, -0.34, 0.22], [0.21, -0.54, -0.24], [0.30, -0.60, -0.06], [-0.48, 0.38, 0.14], [0.80, 0.08, 0.00]],
  "lowdin_spin": [0.0073, 0.0002, 0.2041, 0.3336, 0.2499, 0.0108, 0.0744, 0.0229, 0.0575, 0.0393]
}



(3)
{
  "formula": "C25H47BF4FeN8O2Si3",
  "method": "the ωB97M-V functional and the def2-TZVPD basis",
  "gap_ev": [8.3, 7.2],
  "multiplicity": 6,
  "homo_energy_ev": [-9.9954, -10.5580],
  "s2": 8.76,
  "charge": 1,
  "energy_ev": -112277.08896,
  "molar_mass_g_mol": 718.6,
  "e_lumo_ev": [-1.7328, -3.3758],
  "species": ["Fe", "C", "C", "O", "N", "C", "C", "C", "C", "C", "C", "N", "H", "H", "H", "H", "H", "H", "H", "H", "H", "H", "C", "O", "Si", "C", "C", "C", "Si", "C", "C", "C", "Si", "C", "C", "C", "H", "H", "H", "H", "H", "H", "H", "H", "H", "H", "H", "H", "H", "H", "H", "H", "H", "H", "H", "H", "H", "H", "H", "H", "H", "H", "H", "N", "C", "N", "N", "C", "N", "H", "H", "H", "H", "N", "C", "C", "C", "N", "C", "C", "H", "H", "H", "H", "H", "H", "F", "B", "F", "F", "F"],
  "coordinates": [[0.574372, -0.247934, 0.389897], [0.449529, -0.062819, 4.747252], [0.235532, 0.756225, 3.505482], [0.203915, 0.220572, 2.387052], [0.073195, 2.069172, 3.673222], [-0.066411, 2.996375, 2.555778], [1.277969, 3.483763, 2.079933], [1.770082, 4.724242, 2.461218], [3.026531, 5.108807, 2.021918], [3.741320, 4.237312, 1.218610], [3.167946, 3.016533, 0.896985], [1.966242, 2.633840, 1.317996], [-0.059283, -1.017988, 4.644791], [0.097806, 0.448321, 5.641384], [1.516318, -0.265350, 4.857747], [0.120377, 2.434227, 4.609649], [-0.697908, 3.826942, 2.865743], [-0.566026, 2.471655, 1.748443], [1.170530, 5.381766, 3.077567], [3.435573, 6.071871, 2.297614], [4.721300, 4.494292, 0.840933], [3.697598, 2.314140, 0.263835], [-2.832521, 0.532229, 0.281483], [-1.732893, -0.337153, 0.034906], [-1.704940, -2.001764, 0.401378], [-3.152969, -2.842102, -0.444201], [-2.068448, -2.184338, 2.231557], [0.021394, -2.333862, -0.119617], [0.156443, -2.757965, -1.911295], [1.875343, -2.600053, -2.682827], [-0.940876, -1.649027, -3.046174], [-0.463845, -4.473212, -2.369242], [0.874558, -3.627186, 0.927584], [-0.134322, -5.212258, 1.096001], [1.205287, -3.041634, 2.696662], [2.541582, -4.158892, 0.234309], [-3.030922, 0.614748, 1.353955], [-3.733126, 0.162874, -0.214344], [-2.588829, 1.518620, -0.110669], [-4.089661, -2.517954, 0.015955], [-3.079757, -3.921639, -0.285733], [-3.236364, -2.676774, -1.517620], [-3.125324, -1.984060, 2.424517], [-1.472041, -1.496949, 2.829088], [-1.865128, -3.197977, 2.580823], [2.670024, -2.521991, -1.943903], [1.955314, -1.737708, -3.351027], [2.076392, -3.488219, -3.286789], [-0.824806, 0.419520, -2.487723], [-1.968470, -1.612473, -2.691450], [-0.956774, -2.090708, -4.043995], [0.184557, -5.248000, -1.956085], [-0.459873, -4.597989, -3.455454], [-1.476296, -4.663413, -2.009199], [-1.159597, -5.020870, 1.420845], [0.324426, -5.867509, 1.841439], [-0.190530, -5.769960, 0.160634], [0.537894, -3.542741, 3.401757], [1.052687, -1.970283, 2.805743], [2.230936, -3.278623, 2.991471], [2.468882, -4.602098, -0.760698], [2.961389, -4.919871, 0.897777], [3.254834, -3.331826, 0.184430], [1.814833, 3.226929, -4.914082], [1.121232, 2.093241, -5.104712], [0.592075, 1.836800, -6.308544], [1.020030, 1.269518, -4.081918], [0.391369, 0.152464, -4.012007], [-0.485765, -0.261039, -3.172561], [1.721868, 3.978407, -5.576870], [1.924870, 3.497377, -3.944650], [0.625766, 2.505875, -7.056919], [0.099247, 0.974835, -6.461301], [6.858961, -0.252979, 0.264729], [5.506140, -0.320348, 0.301295], [4.814373, -0.496645, 1.508997], [3.442423, -0.546510, 1.495764], [2.702499, -0.439179, 0.383470], [3.363707, -0.243337, -0.766230], [4.733556, -0.185635, -0.861173], [7.398881, -0.462647, 1.084405], [7.342720, -0.249348, -0.614582], [5.349773, -0.600901, 2.443383], [2.895539, -0.701045, 2.416746], [2.754897, -0.132526, -1.656093], [5.201402, -0.037850, -1.825559], [0.347604, 1.272468, -1.016090], [-0.081069, 2.629054, -1.441579], [1.062788, 3.336507, -1.763843], [-0.893858, 2.399667, -2.554377], [-0.792498, 3.198573, -0.410820]],
  "atomic_forces_ev_per_a": [[-0.19, -0.62, 0.01], [-0.01, 0.00, 0.00], [-0.05, -0.01, -0.03], [0.14, 0.08, 0.03], [-0.04, -0.05, -0.07], [0.00, 0.02, -0.02], [0.02, 0.03, 0.03], [-0.05, 0.02, -0.06], [0.01, -0.01, -0.01], [0.00, 0.01, 0.00], [-0.02, -0.03, 0.00], [0.01, -0.03, -0.01], [-0.01, 0.00, 0.01], [0.01, 0.00, 0.01], [0.00, 0.00, -0.02], [0.02, 0.00, 0.00], [0.01, -0.01, 0.05], [-0.04, 0.03, -0.06], [0.00, 0.00, 0.00], [0.00, 0.00, 0.00], [0.00, 0.00, 0.01], [0.02, -0.04, -0.02], [0.00, -0.01, 0.07], [-0.06, 0.07, -0.05], [0.01, 0.07, 0.01], [0.03, -0.01, -0.03], [0.01, -0.01, -0.01], [0.02, 0.07, 0.04], [-0.03, 0.01, -0.06], [0.00, 0.00, 0.02], [-0.01, 0.05, 0.01], [0.01, 0.00, 0.03], [-0.02, -0.04, 0.02], [-0.01, 0.02, -0.03], [-0.01, -0.01, -0.01], [0.00, 0.02, -0.02], [0.00, 0.00, 0.00], [0.00, 0.00, 0.00], [-0.01, -0.01, 0.00], [0.00, 0.02, 0.00], [-0.01, 0.00, 0.02], [0.00, -0.03, 0.00], [0.00, 0.02, 0.00], [0.02, -0.01, 0.00], [-0.02, -0.01, 0.01], [0.00, -0.03, 0.01], [0.00, 0.00, 0.02], [0.00, 0.01, -0.02], [0.06, -0.09, -0.06], [-0.01, 0.03, -0.05], [0.04, -0.03, 0.01], [0.01, 0.00, 0.00], [0.00, 0.01, 0.00], [0.00, 0.00, 0.01], [-0.01, 0.00, 0.01], [0.01, 0.01, 0.00], [0.00, 0.00, 0.00], [0.00, 0.01, 0.00], [0.01, 0.04, 0.01], [0.00, -0.01, 0.00], [0.01, 0.00, -0.01], [0.00, 0.01, 0.01], [0.00, 0.01, 0.00], [-0.18, 0.08, 0.14], [0.02, -0.14, -0.09], [-0.05, 0.04, 0.00], [0.21, 0.07, 0.17], [-0.23, -0.08, -0.24], [0.07, -0.13, 0.04], [0.04, -0.02, -0.01], [0.04, -0.05, 0.05], [0.03, -0.01, -0.01], [0.02, -0.02, 0.01], [0.00, 0.02, 0.00], [0.00, 0.01, 0.00], [0.00, -0.02, 0.00], [-0.01, -0.10, -0.03], [0.02, 0.40, 0.02], [-0.01, -0.01, -0.01], [-0.01, -0.02, 0.00], [0.00, -0.01, 0.00], [0.00, -0.01, 0.00], [0.00, 0.00, 0.00], [-0.01, 0.04, 0.02], [0.01, 0.05, 0.03], [0.00, 0.00, 0.00], [0.22, 0.11, 0.14], [0.06, 0.05, -0.01], [0.01, 0.04, -0.14], [-0.16, 0.19, 0.08], [0.03, -0.01, 0.09]],
  "lowdin_spin": [3.7273, 0.0011, 0.0049, 0.0367, 0.0007, 0.0000, 0.0002, 0.0001, -0.0001, 0.0001, 0.0002, 0.0039, 0.0000, 0.0001, 0.0000, 0.0002, 0.0000, 0.0001, 0.0000, 0.0000, 0.0000, 0.0000, 0.0042, 0.0280, 0.0136, 0.0027, 0.0004, 0.0487, 0.0148, 0.0101, 0.0129, 0.0037, 0.0107, 0.0030, 0.0017, 0.0004, 0.0000, 0.0012, 0.0001, 0.0004, 0.0002, 0.0000, 0.0000, -0.0001, 0.0001, 0.0004, 0.0092, 0.0000, 0.0145, -0.0003, 0.0045, -0.0001, 0.0006, 0.0001, 0.0000, 0.0005, 0.0000, 0.0001, 0.0005, 0.0001, 0.0001, 0.0001, 0.0000, 0.0440, 0.0673, 0.0333, 0.2143, 0.4793, 0.0784, 0.0019, 0.0022, 0.0014, 0.0093, 0.0026, 0.0025, 0.0008, 0.0053, 0.0303, 0.0064, 0.0008, 0.0001, 0.0001, 0.0001, 0.0004, 0.0012, 0.0001, 0.0398, 0.0053, 0.0030, 0.0068, 0.0004]
}